Entry from the Open Molecules 2025 dataset: a single C6H7IN2O2 molecule at a distorted geometry (ωB97M-V/def2-TZVPD).

## Properties
HOMO level   -8.149 eV
Relative energy (zero: lowest compared OMol25 entry of this formula, charge and spin)   3.7627 eV
Orbital gap   0.287 Ha
F_max   0.0896 Eh/bohr

Element x y z (Å)
C 1.07753 0.54611 -1.30399
N 0.31775 -0.07329 -0.29357
C -0.11262 0.71428 0.73735
C -0.82807 0.30033 1.78282
C -1.27892 -1.07885 1.80760
C -0.87099 -1.95691 0.92281
I -1.48905 -4.00721 0.83683
C 0.16608 -1.61616 -0.18500
N 1.46612 -2.17963 0.19994
O 1.72659 -3.36850 -0.01269
O 2.24895 -1.43556 0.83008
H 2.09099 0.77752 -1.06650
H 1.04002 -0.00542 -2.22338
H 0.61112 1.49487 -1.47192
H 0.37895 1.70801 0.81981
H -1.20534 0.96118 2.49778
H -1.79698 -1.34287 2.80644
H -0.18502 -1.88522 -1.17996

natural (NBO) atomic charge list, values in e, 8 entries:
1. C -0.40
2. N -0.40
3. C 0.07
4. C -0.35
5. C -0.22
6. C -0.18
7. I 0.16
8. C 0.01

---

Entry from the Open Molecules 2025 dataset: 2 unconnected molecules or ions with the total composition C6H7IN3 at a distorted geometry (ωB97M-V/def2-TZVPD).

## Properties
HOMO level   -12.946 eV
Relative energy (zero: lowest compared OMol25 entry of this formula, charge and spin)   2.6075 eV
Net charge   +1
Orbital gap   0.301 Ha
F_max   0.1035 Eh/bohr

Element x y z (Å)
C 2.75258 0.58632 0.15660
C 1.82743 1.32621 0.95723
C 2.25021 -0.50374 -0.46128
C 0.47816 1.00313 0.91811
C 0.88131 -0.81953 -0.48707
C -2.42542 -0.63506 0.26624
N -3.51212 -0.40783 -1.84818
N -3.14341 -0.47875 -0.68797
N 0.05893 0.03469 0.12505
I -2.85605 -1.99663 1.87807
H 3.81028 0.75561 0.36752
H 2.07220 2.23160 1.36614
H 3.01756 -1.13139 -0.89537
H -0.32936 1.49638 1.43408
H 0.52171 -1.50711 -1.10512
H -1.01187 -0.03515 0.06908
H -4.39214 0.08124 -2.05312

natural (NBO) atomic charge list, values in e, 8 entries:
1. C -0.11
2. C -0.19
3. C -0.22
4. C 0.07
5. C 0.10
6. C -0.17
7. N -0.33
8. N -0.02

---

Entry from the Open Molecules 2025 dataset: a molecular structure, C6H7LiO3Zn at a distorted geometry (ωB97M-V/def2-TZVPD).

## Properties
HOMO level (spin up / spin down)   -13.800 / -13.681 eV
Net charge   +2
Orbital gap (spin up / spin down)   0.162 / 0.158 Ha
F_max   0.1056 Eh/bohr

Element x y z (Å)
O 2.44039 0.80619 0.74456
C 1.65291 0.57447 -0.84666
C 1.16373 1.73699 -0.01245
O -0.04930 1.81322 0.39227
H 3.16696 1.41956 0.60062
H 2.34697 -0.06986 -1.39959
H 1.54552 1.05945 -1.83967
H 1.63474 2.70127 -0.28676
Zn -1.67548 1.10077 0.35321
C 1.05038 -1.41207 -0.40867
C -0.29475 -1.50268 -0.12058
C -1.50933 -1.47786 0.17271
C -2.77851 -1.27323 0.64097
O -3.25184 -0.07178 0.74764
Li -5.05220 0.33548 1.28213
H 1.32263 -1.80631 -1.39389
H 1.68373 -1.82246 0.38745
H -3.39655 -2.11116 0.98671

natural (NBO) atomic charge list, values in e, 8 entries:
1. O -0.72
2. C -0.17
3. C 0.39
4. O -0.97
5. H 0.48
6. H 0.24
7. H 0.15
8. H 0.21

---

Entry from the Open Molecules 2025 dataset: a molecular structure, C6H7LiO6Rh at a distorted geometry (ωB97M-V/def2-TZVPD).

## Properties
HOMO level (spin up / spin down)   -15.790 / -16.248 eV
Net charge   +2
2S+1   6
Orbital gap (spin up / spin down)   0.231 / 0.169 Ha
F_max   0.0838 Eh/bohr

Element x y z (Å)
Rh 2.03165 2.46366 -0.55049
O 0.40136 1.31567 -0.59691
O 1.01370 -0.99113 -0.74439
C 2.36365 -1.20853 -1.16183
C 3.16119 -0.55373 -0.04444
O 2.28788 0.51469 0.36256
C 0.96420 0.19224 -0.06260
H 2.52906 -2.28677 -1.24503
H 2.53930 -0.72264 -2.13236
H 4.11169 -0.12196 -0.37360
H 3.32342 -1.22666 0.80729
Li -5.76348 -0.03256 -0.74071
O -4.37025 1.43664 -0.54681
O -2.44990 0.98206 0.49683
C -1.56273 0.06533 0.87224
C -0.14801 0.42616 0.89122
O -4.13671 -0.57006 0.36843
C -3.73370 0.54793 0.02684
H -1.97943 -0.48848 1.72849
H 0.02395 1.21639 1.63570
H -0.60682 -0.95824 1.00958

natural (NBO) atomic charge list, values in e, 8 entries:
1. Rh 1.48
2. O -0.62
3. O -0.46
4. C -0.11
5. C -0.11
6. O -0.55
7. C 0.69
8. H 0.26

---

Entry from the Open Molecules 2025 dataset: a single C6H7N molecule at a distorted geometry (ωB97M-V/def2-TZVPD).

## Properties
HOMO level   -9.757 eV
Relative energy (zero: lowest compared OMol25 entry of this formula, charge and spin)   0.8472 eV
Orbital gap   0.391 Ha
F_max   0.0216 Eh/bohr

Element x y z (Å)
N 1.11214 -2.62155 -1.48003
C 0.53295 -1.86899 -0.81851
C -0.18151 -0.89305 0.00847
C -0.90631 0.19117 -0.84444
C -0.53343 1.47977 -0.15868
C 0.35990 1.30785 0.81074
C 0.77242 -0.13138 0.97670
H -0.92321 -1.44554 0.59313
H -0.56367 0.18164 -1.88620
H -1.98932 0.02362 -0.86529
H -0.94725 2.43675 -0.46459
H 0.78417 2.10310 1.41700
H 1.82470 -0.27814 0.70434
H 0.65842 -0.48525 2.00736

natural (NBO) atomic charge list, values in e, 8 entries:
1. N -0.33
2. C 0.30
3. C -0.33
4. C -0.42
5. C -0.19
6. C -0.19
7. C -0.42
8. H 0.25

---

Entry from the Open Molecules 2025 dataset: a single C6H7N molecule (ωB97M-V/def2-TZVPD).

## Properties
HOMO level   -9.912 eV
Relative energy (zero: lowest compared OMol25 entry of this formula, charge and spin)   4.8439 eV
Orbital gap   0.385 Ha
F_max   0.0168 Eh/bohr

Element x y z (Å)
C 0.00575 1.99062 0.22021
C -0.33916 0.56732 0.63365
C -0.68705 -0.42554 -0.52715
C 0.36107 -1.53111 -0.29399
N 0.29943 -2.62720 -0.90908
C 0.80189 -0.28300 0.96707
C 1.56561 -1.26613 0.77114
H 0.76653 1.98456 -0.56751
H -0.88510 2.50497 -0.15192
H 0.39708 2.55227 1.07333
H -1.09816 0.54412 1.42098
H -1.70865 -0.81804 -0.49908
H -0.54576 0.04450 -1.50660
H 1.06652 -3.23734 -0.63104

natural (NBO) atomic charge list, values in e, 8 entries:
1. C -0.60
2. C -0.30
3. C -0.44
4. C 0.31
5. N -0.61
6. C 0.08
7. C -0.18
8. H 0.22

---

Entry from the Open Molecules 2025 dataset: a single C6H7N molecule at a distorted geometry (ωB97M-V/def2-TZVPD).

## Properties
HOMO level   -8.399 eV
Relative energy (zero: lowest compared OMol25 entry of this formula, charge and spin)   5.4470 eV
Orbital gap   0.349 Ha
F_max   0.0889 Eh/bohr

Element x y z (Å)
C 0.00083 -0.80601 1.36613
C -0.13068 -0.00837 0.15468
C 0.86157 0.64918 -0.79763
C -0.06853 -0.37124 -1.40165
C -1.30152 0.24153 -0.69728
C -2.09660 1.40441 -1.02293
N -2.74789 0.39298 -0.64478
H -0.74025 -1.53363 1.28725
H -0.17631 -0.14918 2.27653
H 0.96421 -1.29487 1.47843
H 1.80840 0.33081 -0.52172
H 0.65603 1.69891 -1.03647
H 0.04985 -1.18156 -2.00975
H -2.43932 2.37892 -1.28804

natural (NBO) atomic charge list, values in e, 8 entries:
1. C -0.61
2. C -0.01
3. C -0.38
4. C -0.27
5. C 0.05
6. C 0.05
7. N -0.31
8. H 0.22

---

Entry from the Open Molecules 2025 dataset: a single C6H7N molecule at a distorted geometry (ωB97M-V/def2-TZVPD).

## Properties
HOMO level   -9.814 eV
Relative energy (zero: lowest compared OMol25 entry of this formula, charge and spin)   0.9594 eV
Orbital gap   0.395 Ha
F_max   0.0214 Eh/bohr

Element x y z (Å)
N -0.04349 -1.07975 3.09197
C 0.21076 -0.58626 2.07678
C 0.43501 0.06443 0.78299
C -0.84614 0.75225 0.27575
C -0.54886 0.89889 -1.19781
C 0.31865 -0.03859 -1.57644
C 0.70758 -0.89737 -0.39098
H 1.25444 0.78904 0.87941
H -1.64736 0.00470 0.38724
H -1.13289 1.65330 0.82095
H -1.06243 1.60463 -1.84262
H 0.63560 -0.24735 -2.59324
H -0.02260 -1.71633 -0.30250
H 1.71087 -1.32779 -0.41628

natural (NBO) atomic charge list, values in e, 8 entries:
1. N -0.33
2. C 0.29
3. C -0.32
4. C -0.42
5. C -0.19
6. C -0.19
7. C -0.42
8. H 0.25

---

Entry from the Open Molecules 2025 dataset: a single C6H7N molecule at a distorted geometry (ωB97M-V/def2-TZVPD).

## Properties
HOMO level   -7.834 eV
Relative energy (zero: lowest compared OMol25 entry of this formula, charge and spin)   7.9120 eV
Orbital gap   0.262 Ha
F_max   0.0415 Eh/bohr

Element x y z (Å)
C 1.07546 0.19562 0.94227
C 0.20908 0.19983 -0.48810
C -1.07538 0.28102 0.22268
C -1.85680 0.44531 1.24584
N 0.11105 1.46700 -0.99683
C 0.44270 -0.99195 -1.27687
C 0.68370 -1.94300 -1.96878
H 0.19460 1.44223 -2.00989
H 0.95153 1.15176 1.43996
H 0.81512 -0.65138 1.57074
H 2.08438 0.12479 0.54901
H -2.77856 -0.11939 1.32525
H -1.70240 1.19806 2.01462
H 0.84554 -2.79990 -2.56990

natural (NBO) atomic charge list, values in e, 8 entries:
1. C -0.52
2. C -0.08
3. C 0.35
4. C -0.58
5. N -0.70
6. C -0.03
7. C -0.19
8. H 0.34

---

Entry from the Open Molecules 2025 dataset: a molecular structure, C6H7N at a distorted geometry (ωB97M-V/def2-TZVPD).

## Properties
HOMO level   -8.369 eV
Relative energy (zero: lowest compared OMol25 entry of this formula, charge and spin)   5.6451 eV
Orbital gap   0.340 Ha
F_max   0.1097 Eh/bohr

Element x y z (Å)
C -1.03841 -1.08736 1.96854
C 0.18988 -0.43618 1.29199
C 0.31103 0.22811 0.10373
C 0.68510 -1.04503 -0.68757
C 0.41575 -1.72288 0.67812
C -0.18722 1.55175 -0.27484
N -1.01302 -2.07761 1.13025
H -1.66201 -0.86707 2.74423
H -0.23543 -1.01144 -1.34063
H 1.64737 -1.12306 -1.07563
H 1.11448 -2.47019 0.94195
H -0.51551 1.54124 -1.20576
H 0.56819 2.45676 -0.17177
H -1.11449 1.93066 0.34539

natural (NBO) atomic charge list, values in e, 8 entries:
1. C 0.09
2. C -0.12
3. C 0.05
4. C -0.44
5. C -0.10
6. C -0.64
7. N -0.35
8. H 0.19

---

Entry from the Open Molecules 2025 dataset: a single C6H7N molecule at a distorted geometry (ωB97M-V/def2-TZVPD).

## Properties
HOMO level   -9.996 eV
Relative energy (zero: lowest compared OMol25 entry of this formula, charge and spin)   3.0132 eV
Orbital gap   0.396 Ha
F_max   0.0234 Eh/bohr

Element x y z (Å)
C 1.49715 -1.29455 0.86887
C 0.81429 -0.30089 0.94264
C -0.36534 0.50388 0.58567
C -0.07219 1.95750 0.19958
C -1.04801 -0.26815 -0.61235
C -0.49121 -1.60213 -0.85363
N -0.01657 -2.63823 -1.04933
H 1.76845 -2.27279 0.50112
H -1.06894 0.50401 1.42653
H 0.64412 1.99906 -0.62709
H -0.98836 2.47253 -0.11251
H 0.35207 2.50512 1.04575
H -2.12260 -0.38666 -0.44854
H -0.91919 0.29748 -1.54053

natural (NBO) atomic charge list, values in e, 8 entries:
1. C -0.20
2. C -0.05
3. C -0.27
4. C -0.59
5. C -0.50
6. C 0.32
7. N -0.35
8. H 0.26

---

Entry from the Open Molecules 2025 dataset: a single C6H7N molecule at a distorted geometry (ωB97M-V/def2-TZVPD).

## Properties
HOMO level (spin up / spin down)   -6.882 / -7.376 eV
Relative energy (zero: lowest compared OMol25 entry of this formula, charge and spin)   6.1601 eV
Orbital gap (spin up / spin down)   0.262 / 0.281 Ha
F_max   0.1045 Eh/bohr

Element x y z (Å)
C -0.47431 1.43787 0.64888
C -1.52162 0.79702 -0.01896
C 0.70977 1.03430 1.12907
C -0.88892 -1.50095 -0.67930
C 1.88099 0.78554 1.66064
C -0.01947 -1.94033 -1.61739
N -1.62647 -0.37916 -0.59100
H -0.57163 2.50495 0.86880
H -2.41702 1.37632 0.11212
H 2.11598 0.48914 2.72293
H 2.81749 0.79084 1.18975
H 0.24314 -1.24554 -2.28611
H 0.31375 -2.89828 -1.68640
H -2.46739 -0.44839 -1.06374

natural (NBO) atomic charge list, values in e, 8 entries:
1. C -0.36
2. C -0.06
3. C 0.11
4. C 0.06
5. C -0.49
6. C -0.47
7. N -0.45
8. H 0.24

---

What calculated total energy values result from the calculations? In sequence: -790.35292, -694.41421, -2244.44714, -801.38026, -287.55610, -287.40922, -287.38706, -287.55198, -287.29647, -287.37978, -287.47650, -287.36086 a.u..